Molecular formula: C16H36AgNO7P2
Method: DFT, ωB97M-V/def2-TZVPD

Each line ends with the natural charge from an NBO analysis.
CARTESIAN COORDINATES (ANGSTROEM)
Ag1 -1.91484 -1.73085 0.26048  0.609
C1 2.18751 -3.90577 0.08137  -0.645
C2 2.09527 -2.98468 -1.11458  0.128
C3 0.82030 -3.14882 -1.90767  -0.659
O1 2.27481 -1.58185 -0.70759  -0.860
P1 1.37777 -0.75699 0.29286  2.455
O2 0.64413 -1.49104 1.32871  -1.088
C4 0.29380 0.20763 -0.79679  -1.291
P2 -0.93967 1.23762 0.00827  2.450
O3 -1.88430 0.53538 0.90928  -1.097
O4 -0.00988 2.30999 0.69729  -0.854
C5 -0.45504 3.04301 1.88799  0.107
C6 0.13658 4.42843 1.78621  -0.622
C7 0.00457 2.26708 3.10093  -0.635
O5 -1.73188 1.97634 -1.13918  -0.824
C8 -1.09481 2.87084 -2.09469  0.103
C9 -1.12922 2.20541 -3.45234  -0.627
C10 -1.85266 4.17792 -2.04641  -0.621
O6 2.39386 0.30304 0.87931  -0.830
C11 3.47455 0.89438 0.11024  0.111
C12 3.50781 2.36458 0.46378  -0.628
C13 4.75801 0.16599 0.43900  -0.627
H1 2.18464 -4.93895 -0.27134  0.216
H2 1.34271 -3.76124 0.75264  0.250
H3 3.11090 -3.73433 0.63504  0.215
H4 2.95714 -3.13474 -1.76536  0.185
H5 -0.06642 -3.01106 -1.28195  0.240
H6 0.78074 -4.16213 -2.31157  0.226
H7 0.78502 -2.45203 -2.74713  0.207
H8 -0.23126 -0.49527 -1.45191  0.289
H9 0.92108 0.85046 -1.42426  0.268
H10 -1.54610 3.09219 1.86167  0.194
H11 1.22599 4.38347 1.83458  0.212
H12 -0.21463 5.04305 2.61606  0.221
H13 -0.15192 4.91456 0.85388  0.212
H14 1.09370 2.19473 3.10541  0.213
H15 -0.41372 1.26154 3.09448  0.248
H16 -0.31616 2.77464 4.01250  0.214
H17 -0.06160 3.03793 -1.77501  0.180
H18 -2.15904 1.98422 -3.73443  0.224
H19 -0.56636 1.27187 -3.45438  0.213
H20 -0.69750 2.86704 -4.20495  0.217
H21 -2.89416 4.01895 -2.32802  0.221
H22 -1.41046 4.89697 -2.73754  0.215
H23 -1.82892 4.60105 -1.04242  0.217
H24 3.24617 0.77584 -0.95343  0.176
H25 3.74368 2.49310 1.52189  0.214
H26 2.54086 2.82673 0.26684  0.224
H27 4.27239 2.87548 -0.12372  0.213
H28 4.94885 0.21914 1.51186  0.217
H29 5.59622 0.63019 -0.08394  0.212
H30 4.69987 -0.87999 0.14350  0.226
N1 -5.78561 -4.09599 1.26802  -0.832
C14 -4.64441 -3.34945 1.17307  0.683
O7 -4.70077 -2.13868 1.06102  -0.636
C15 -3.34912 -4.13756 1.26122  -0.515
C16 -2.32504 -3.79453 0.18157  -0.884
H31 -6.66639 -3.62181 1.17072  0.395
H32 -5.75623 -5.09769 1.25289  0.388
H33 -3.60159 -5.20836 1.27682  0.171
H34 -2.94497 -3.91300 2.25363  0.225
H35 -2.67715 -4.13924 -0.79465  0.185
H36 -1.39707 -4.33477 0.39016  0.188

Output
E_LUMO in eV: 0.47
Charge: 0
HOMO-LUMO gap in eV: 7.11
Spin multiplicity: 1
Molar mass in g mol⁻¹: 524.3